1.
Formula: CHO5S
Source: OMol25
Level of theory: ωB97M-V with the def2-TZVPD basis set

Each line ends with the natural charge from an NBO analysis.
Element x y z (Å)
C: -0.383 -0.460 0.393  0.17
O: 0.961 1.024 -1.512  -0.99
O: 0.329 2.110 0.558  -1.00
O: 2.007 0.295 0.543  -1.01
O: -1.199 -0.846 -0.427  -0.46
O: -2.655 -2.243 -0.872  -0.19
S: 0.898 0.950 -0.086  2.34
H: 0.041 -0.831 1.402  0.15

Force components x, y, z for each atom (eV/Å):
C 1.259 1.036 -1.707
O 0.038 0.043 -1.084
O 0.185 0.556 0.554
O 1.475 -0.143 0.872
O 0.857 0.195 1.753
O 0.091 -0.045 0.234
S -2.478 -1.366 0.367
H -1.427 -0.274 -0.990

Molar mass, g mol⁻¹: 125.081
Orbital gap (alpha / beta), eV: 7.0 / 7.3
Charge: -1

***

2.
Formula: C25H64N5O9PS
Source: OMol25
Level of theory: ωB97M-V with the def2-TZVPD basis set

Each line ends with the Mulliken charge.
Element x y z (Å)
N: 4.757 -1.824 5.388  -0.49
C: 3.879 -1.079 5.499  0.55
O: 2.910 -0.257 5.619  -0.54
P: 1.294 -1.119 5.988  0.48
S: -0.554 -2.192 6.459  -0.34
H: 0.870 0.063 6.571  0.11
H: 1.092 -1.258 4.621  0.01
H: 2.066 -2.000 6.738  0.10
H: -0.864 -2.586 5.223  0.13
C: 1.524 -1.010 0.777  -0.72
O: 1.376 0.041 1.714  -0.28
C: 2.523 0.306 2.517  -0.63
C: 3.196 1.605 2.132  -0.29
N: 3.831 1.510 0.827  -0.29
C: 4.310 2.767 0.267  -0.78
C: 3.309 3.892 0.021  -0.66
O: 2.387 3.646 -1.024  -0.27
C: 1.265 2.854 -0.686  -0.69
H: 0.540 -1.254 0.390  0.18
H: 2.165 -0.728 -0.067  0.24
H: 1.947 -1.904 1.247  0.39
H: 3.229 -0.530 2.466  0.51
H: 2.173 0.396 3.542  0.25
H: 3.960 1.835 2.882  0.34
H: 2.434 2.396 2.184  0.17
H: 3.192 1.075 0.176  0.01
H: 4.784 2.536 -0.691  0.40
H: 5.097 3.155 0.922  0.41
H: 3.884 4.767 -0.296  0.43
H: 2.773 4.181 0.934  0.40
H: 0.941 3.036 0.343  0.32
H: 1.456 1.784 -0.809  0.20
H: 0.458 3.131 -1.364  0.32
C: -8.455 -1.452 6.356  -0.70
O: -8.127 -0.875 5.111  -0.35
C: -7.981 0.539 5.118  -0.79
C: -6.538 0.955 4.933  -0.19
N: -5.730 0.612 6.093  -0.31
C: -4.291 0.769 5.926  -0.82
C: -3.584 -0.028 4.834  -0.32
O: -3.513 -1.420 5.070  -0.32
C: -4.665 -2.166 4.730  -0.62
H: -8.743 -2.484 6.166  0.24
H: -7.614 -1.449 7.059  0.29
H: -9.297 -0.933 6.827  0.34
H: -8.390 0.960 6.042  0.41
H: -8.564 0.929 4.279  0.39
H: -6.507 2.040 4.791  0.36
H: -6.179 0.493 4.004  0.17
H: -5.932 -0.338 6.373  0.10
H: -3.820 0.505 6.876  0.39
H: -4.083 1.831 5.753  0.40
H: -2.546 0.316 4.811  0.26
H: -4.004 0.165 3.839  0.31
H: -5.168 -1.754 3.851  0.29
H: -5.385 -2.219 5.552  0.19
H: -4.340 -3.182 4.506  0.29
C: -4.208 -4.283 -3.882  -0.70
O: -3.563 -5.372 -3.257  -0.34
C: -2.608 -6.053 -4.060  -0.80
C: -1.194 -5.808 -3.579  -0.19
N: -0.784 -4.431 -3.807  -0.30
C: 0.474 -4.038 -3.182  -0.81
C: 0.606 -4.135 -1.666  -0.46
O: -0.172 -3.199 -0.941  -0.32
C: -1.530 -3.544 -0.746  -0.62
H: -5.045 -3.999 -3.248  0.24
H: -3.551 -3.414 -4.001  0.29
H: -4.592 -4.560 -4.868  0.34
H: -2.716 -5.760 -5.109  0.41
H: -2.821 -7.122 -3.981  0.39
H: -0.521 -6.472 -4.132  0.36
H: -1.151 -6.103 -2.522  0.17
H: -1.518 -3.808 -3.501  0.10
H: 0.666 -2.999 -3.462  0.40
H: 1.276 -4.637 -3.626  0.41
H: 1.645 -3.902 -1.420  0.36
H: 0.413 -5.149 -1.295  0.34
H: -1.658 -4.624 -0.626  0.31
H: -2.169 -3.206 -1.567  0.22
H: -1.864 -3.047 0.165  0.26
C: 5.381 2.916 -7.987  -0.70
O: 4.378 2.332 -7.185  -0.35
C: 4.843 1.709 -5.994  -0.87
C: 4.449 2.488 -4.759  -0.01
N: 5.163 3.751 -4.671  -0.33
C: 4.690 4.661 -3.632  -0.60
C: 3.245 5.143 -3.675  -0.12
O: 2.951 6.046 -4.729  -0.49
C: 2.683 5.455 -5.982  -0.56
H: 4.925 3.159 -8.946  0.24
H: 5.788 3.836 -7.553  0.29
H: 6.210 2.221 -8.158  0.34
H: 5.928 1.573 -6.035  0.42
H: 4.377 0.720 -5.945  0.38
H: 4.695 1.884 -3.878  0.27
H: 3.357 2.608 -4.776  0.17
H: 5.130 4.220 -5.566  0.15
H: 5.333 5.545 -3.654  0.32
H: 4.849 4.176 -2.663  0.21
H: 3.067 5.701 -2.754  0.27
H: 2.532 4.312 -3.672  0.21
H: 2.158 4.500 -5.874  0.26
H: 3.590 5.286 -6.571  0.19
H: 2.046 6.143 -6.538  0.29

Force components x, y, z for each atom (eV/Å):
N -0.076 -0.095 0.022
C 0.180 0.327 -0.140
O -0.137 -0.114 0.253
P -0.549 -0.577 0.135
S 0.050 0.183 0.218
H 0.202 0.164 -0.024
H 0.213 0.030 -0.092
H 0.128 -0.020 -0.010
H 0.010 0.099 -0.145
C -0.013 0.037 0.042
O 0.039 -0.029 -0.042
C -0.094 0.001 -0.093
C 0.047 0.018 -0.108
N -0.155 0.020 -0.048
C 0.083 -0.097 -0.001
C 0.039 0.105 0.008
O 0.047 -0.097 -0.001
C -0.031 0.060 -0.049
H -0.013 0.010 -0.002
H 0.036 -0.030 0.020
H 0.004 -0.011 -0.016
H 0.026 0.031 -0.021
H 0.045 0.064 0.005
H -0.001 0.019 -0.006
H -0.002 0.006 0.054
H -0.011 0.007 -0.011
H 0.030 0.011 0.018
H -0.022 0.016 0.014
H -0.028 0.010 -0.004
H -0.016 -0.083 0.010
H -0.001 -0.009 0.011
H 0.020 -0.011 0.049
H 0.000 0.010 0.011
C -0.053 -0.013 -0.012
O 0.090 -0.022 0.034
C -0.078 0.057 -0.036
C 0.072 -0.016 0.047
N -0.012 -0.140 -0.073
C -0.048 0.054 0.113
C 0.118 0.054 -0.047
O -0.077 -0.077 0.008
C 0.043 -0.025 -0.028
H 0.010 0.002 -0.003
H -0.003 0.041 0.004
H -0.005 -0.008 0.004
H 0.052 0.006 0.013
H -0.024 -0.006 0.017
H 0.026 -0.001 -0.011
H -0.018 0.020 -0.029
H 0.003 -0.024 -0.009
H 0.008 0.030 -0.002
H -0.001 -0.008 -0.032
H 0.000 -0.020 -0.016
H -0.076 -0.021 0.035
H -0.011 0.007 -0.001
H -0.026 0.046 -0.012
H 0.002 0.008 -0.010
C -0.050 -0.024 -0.007
O 0.060 0.075 0.028
C -0.028 -0.089 -0.043
C 0.047 0.077 0.009
N -0.089 0.013 0.133
C -0.020 0.032 -0.126
C 0.110 -0.020 0.056
O -0.061 -0.002 -0.094
C 0.030 0.030 0.072
H 0.009 0.001 0.005
H 0.021 -0.021 -0.029
H -0.009 0.005 0.000
H 0.046 0.028 0.009
H -0.024 0.006 -0.017
H 0.020 0.003 0.018
H -0.002 -0.041 0.000
H -0.012 0.008 0.023
H 0.025 -0.015 -0.015
H -0.003 -0.020 0.025
H -0.012 -0.001 0.023
H -0.075 0.001 -0.044
H -0.007 -0.011 -0.008
H 0.005 -0.044 -0.033
H 0.006 -0.011 0.002
C -0.004 -0.029 -0.036
O 0.000 0.077 0.025
C 0.009 -0.098 0.008
C 0.021 0.084 0.023
N -0.094 0.017 -0.097
C 0.133 -0.012 0.007
C -0.063 0.062 0.115
O 0.094 -0.032 -0.057
C -0.053 0.038 0.018
H -0.005 0.005 0.008
H 0.020 -0.022 0.028
H 0.003 0.003 -0.010
H 0.000 0.039 0.032
H 0.018 -0.006 -0.020
H -0.022 0.016 0.020
H -0.015 -0.036 0.007
H -0.040 0.011 -0.016
H 0.012 -0.017 0.023
H -0.040 -0.005 -0.003
H -0.041 -0.003 -0.012
H 0.025 -0.017 -0.079
H 0.003 -0.013 -0.001
H 0.012 -0.039 0.014
H 0.000 -0.003 0.006

Molar mass, g mol⁻¹: 641.854
SMILES: N#CO[PH3]S.COCCNCCOC.COCCNCCOC.COCCNCCOC.COCCNCCOC
Orbital gap, eV: 8.6

***

3.
Formula: C10H10ClPS
Source: OMol25
Level of theory: ωB97M-V with the def2-TZVPD basis set

Each line ends with the natural charge from an NBO analysis.
Element x y z (Å)
C: 1.143 -0.695 0.221  -0.14
C: 0.959 -1.269 1.415  -0.23
C: -1.466 1.843 -2.677  -0.24
C: -0.436 2.106 -1.696  -0.24
C: -1.987 0.636 -2.459  -0.19
C: 0.604 0.772 0.241  -0.34
C: 0.105 -0.263 2.182  -0.21
C: -0.434 1.087 -0.818  0.06
C: -1.419 0.043 -1.267  -0.51
C: 0.052 0.941 1.574  -0.21
P: -2.830 2.619 2.894  0.65
S: -2.869 1.562 4.526  -0.36
Cl: -3.647 1.479 1.429  -0.29
H: 1.420 -1.094 -0.634  0.19
H: 1.201 -2.262 1.761  0.22
H: -1.771 2.538 -3.435  0.21
H: 0.086 3.126 -1.546  0.22
H: -2.727 0.080 -3.053  0.21
H: 1.553 1.363 -0.164  0.25
H: -0.388 -0.347 3.153  0.21
H: -2.222 -0.119 -0.518  0.26
H: -0.782 -0.875 -1.485  0.25
H: -0.201 1.876 2.048  0.21

Force components x, y, z for each atom (eV/Å):
C -2.188 2.744 3.767
C -1.978 1.603 0.256
C -0.361 0.387 -0.530
C 0.342 2.032 1.397
C -1.330 -0.604 -1.572
C 2.489 0.340 -2.729
C 0.558 0.338 0.980
C 0.944 -0.717 -0.227
C 1.391 -0.785 0.900
C 0.891 -1.190 0.992
P 0.071 -0.795 1.591
S 0.100 0.921 -1.190
Cl -0.222 -0.141 -0.430
H 1.864 -1.929 -3.848
H -0.001 0.005 -0.115
H 0.017 0.106 -0.358
H -0.553 -2.031 -0.524
H 0.246 0.675 0.226
H -1.688 -0.588 1.548
H 0.502 -0.611 -0.066
H 0.639 -0.396 -0.222
H -1.259 0.650 0.380
H -0.470 -0.014 -0.226

Molar mass, g mol⁻¹: 228.684
SMILES: C1=CCC(C2C=CC=C2)=C1.S=PCl
Orbital gap, eV: 6.5

***

4.
Formula: C9H15FN2O2S
Source: OMol25
Level of theory: ωB97M-V with the def2-TZVPD basis set

Each line ends with the natural charge from an NBO analysis.
Element x y z (Å)
C: 0.417 2.325 0.638  -0.09
C: -1.321 1.868 -0.989  0.14
C: 0.273 1.109 1.102  -0.37
C: -0.154 2.670 -0.703  -0.54
C: -0.676 0.105 0.430  0.47
C: 1.367 -1.303 0.698  -0.65
C: 0.703 -0.505 -1.557  -0.61
C: -0.762 -2.262 -0.364  -0.63
C: 0.129 -1.065 -0.187  -0.07
N: -1.587 0.767 -0.523  -0.41
N: -0.471 1.943 3.548  -1.06
O: 0.578 -0.370 3.270  -0.95
O: 1.986 1.572 3.054  -0.93
F: -1.529 -0.357 1.424  -0.36
S: 0.719 0.980 2.797  2.30
H: 0.964 3.054 1.181  0.25
H: -1.997 2.045 -1.771  0.20
H: -0.337 3.654 -0.940  0.24
H: 0.511 2.355 -1.542  0.26
H: 1.704 -2.334 0.328  0.21
H: 1.040 -1.421 1.762  0.27
H: 2.094 -0.557 0.553  0.21
H: 1.211 -1.308 -2.004  0.22
H: -0.143 -0.257 -2.225  0.22
H: 1.398 0.242 -1.356  0.20
H: -0.125 -3.147 -0.222  0.21
H: -1.276 -2.260 -1.339  0.22
H: -1.562 -2.443 0.365  0.24
H: -1.390 1.565 3.168  0.39
H: -0.514 1.781 4.571  0.41

Force components x, y, z for each atom (eV/Å):
C 0.139 0.643 -1.688
C -0.395 0.361 -0.764
C -1.469 -0.081 0.703
C 1.654 -1.627 -0.476
C -0.136 0.940 0.093
C -1.948 -3.767 0.056
C -2.960 -1.712 0.845
C -0.278 -1.280 -0.174
C 0.279 2.322 -0.601
N 0.260 -4.048 2.115
N -1.410 -0.861 -0.967
O -0.442 0.172 0.203
O 0.543 1.004 -0.385
F 0.111 -0.059 0.206
S -0.447 -1.145 2.274
H 0.413 0.610 0.416
H -0.807 1.611 -1.185
H -0.291 2.565 0.144
H 0.219 0.188 0.606
H 0.274 1.508 0.662
H 0.750 -0.004 -1.186
H 1.068 0.781 0.014
H 0.883 -1.149 -0.726
H 0.662 0.291 0.252
H 0.975 1.644 0.090
H -0.223 -0.028 -0.661
H 0.424 -0.138 0.201
H 0.310 0.692 0.123
H 1.329 0.666 0.601
H 0.516 -0.097 -0.791

Molar mass, g mol⁻¹: 234.296
SMILES: CC(C)(C)[C@]1(F)N=CCC=C1S(N)(=O)=O
Orbital gap, eV: 10.4

***

For the records above, the corresponding DFT total energy values read -22121.614, -72957.577, -43176.077, -30201.820 eV.